1.
{
  "formula": "C30H22FN4O9RhS2",
  "method": "wB97M-V/def2-TZVPD",
  "elements": ["Rh", "O", "C", "O", "C", "C", "C", "C", "C", "N", "C", "O", "O", "H", "H", "H", "F", "C", "C", "N", "C", "C", "O", "O", "C", "O", "N", "C", "O", "H", "H", "H", "H", "O", "S", "C", "C", "C", "C", "C", "C", "C", "C", "C", "C", "C", "C", "H", "H", "H", "H", "H", "H", "H", "H", "H", "H", "S", "C", "N", "C", "C", "C", "C", "H", "H", "H", "H", "H"],
  "xyz": [[0.076, 0.985, -0.145], [3.348, -1.381, 0.851], [2.368, -0.932, 0.289], [2.224, 0.262, -0.196], [1.143, -1.810, 0.051], [0.996, -3.152, 0.342], [-0.185, -3.774, -0.059], [-1.157, -3.071, -0.760], [-0.939, -1.726, -1.002], [0.174, -1.154, -0.568], [-1.809, -0.777, -1.824], [-2.726, -1.218, -2.489], [-1.398, 0.447, -1.777], [1.788, -3.681, 0.851], [-0.337, -4.823, 0.162], [-2.066, -3.532, -1.119], [-1.685, 5.558, 2.558], [-2.003, 5.102, 1.338], [-2.677, 3.960, 1.175], [-3.022, 3.477, -0.066], [-3.626, 2.154, -0.163], [-2.821, 1.030, 0.495], [-3.312, -0.070, 0.602], [-1.614, 1.352, 0.879], [-2.640, 4.137, -1.219], [-2.865, 3.737, -2.341], [-1.997, 5.345, -1.000], [-1.584, 5.903, 0.199], [-0.954, 6.938, 0.245], [-2.983, 3.365, 2.023], [-3.716, 1.915, -1.222], [-4.626, 2.168, 0.273], [-1.706, 5.827, -1.838], [0.917, 1.485, 1.922], [1.359, 2.750, 2.620], [2.710, 2.217, 3.659], [3.302, 0.982, 3.445], [4.353, 0.600, 4.266], [4.793, 1.442, 5.277], [4.183, 2.672, 5.483], [3.128, 3.065, 4.674], [2.275, 3.700, 1.427], [3.372, 3.157, 0.763], [4.002, 3.920, -0.201], [3.534, 5.197, -0.501], [2.432, 5.719, 0.154], [1.794, 4.966, 1.133], [2.953, 0.338, 2.649], [4.826, -0.360, 4.108], [5.612, 1.136, 5.915], [4.521, 3.322, 6.279], [2.636, 4.017, 4.831], [3.691, 2.144, 0.971], [4.853, 3.516, -0.734], [4.028, 5.781, -1.267], [2.047, 6.698, -0.097], [0.928, 5.362, 1.649], [0.596, 2.910, -1.489], [0.521, 1.973, -2.942], [1.368, 0.926, -3.047], [1.322, 0.038, -4.057], [0.425, 0.205, -5.074], [-0.431, 1.313, -5.034], [-0.381, 2.198, -3.985], [1.997, 0.746, -2.251], [2.023, -0.781, -3.996], [0.383, -0.515, -5.876], [-1.164, 1.453, -5.817], [-1.087, 3.008, -3.882]],
  "atomic_forces_ev_per_a": [[0.1, -0.4, -0.1], [0.0, -0.1, 0.0], [0.0, 0.1, -0.1], [0.0, -0.1, 0.0], [0.1, -0.1, 0.0], [0.0, 0.0, -0.1], [0.0, 0.0, 0.0], [0.0, 0.0, -0.1], [0.0, 0.0, -0.1], [-0.1, 0.1, 0.0], [0.0, 0.0, 0.0], [0.1, 0.0, 0.1], [0.0, 0.0, 0.1], [0.0, 0.0, 0.0], [0.0, 0.0, 0.0], [0.0, 0.0, 0.0], [0.0, 0.0, 0.0], [0.0, 0.0, 0.0], [0.0, 0.1, 0.0], [0.2, -0.1, 0.0], [-0.2, 0.0, 0.0], [0.0, -0.2, -0.3], [-0.1, 0.1, 0.1], [-0.1, 0.3, 0.3], [-0.1, 0.0, 0.1], [0.0, 0.0, 0.0], [0.0, -0.1, -0.1], [0.0, 0.0, 0.1], [0.0, 0.0, 0.0], [0.0, 0.0, 0.0], [0.0, -0.1, 0.0], [0.0, 0.0, 0.0], [0.0, 0.0, 0.0], [-0.1, 0.1, 0.0], [0.0, -0.1, 0.0], [0.0, 0.0, 0.0], [0.0, 0.0, 0.0], [0.0, 0.0, 0.0], [0.0, 0.0, 0.0], [0.0, 0.0, 0.0], [0.0, 0.0, 0.0], [0.0, 0.0, 0.0], [-0.1, 0.0, 0.0], [0.0, 0.0, 0.0], [0.0, 0.0, 0.0], [0.0, 0.0, 0.0], [0.0, 0.0, 0.0], [0.0, 0.0, 0.0], [0.0, 0.0, 0.0], [0.0, 0.0, 0.0], [0.0, 0.0, 0.0], [0.0, 0.0, 0.0], [0.0, 0.0, 0.0], [0.0, 0.0, 0.0], [0.0, 0.0, 0.0], [0.0, 0.0, 0.0], [0.0, 0.0, 0.0], [0.1, 0.1, -0.1], [0.0, 0.1, 0.1], [0.1, -0.1, 0.1], [0.0, 0.0, 0.0], [0.0, 0.0, 0.0], [0.0, 0.0, 0.0], [0.0, -0.1, 0.1], [-0.2, 0.1, -0.1], [0.0, 0.0, 0.0], [0.0, 0.0, 0.0], [0.0, 0.0, 0.0], [0.0, 0.0, 0.0]],
  "nbo_charge": [1.4960, -0.6259, 0.7551, -0.7910, 0.0916, -0.2059, -0.1477, -0.1944, 0.1152, -0.4678, 0.7615, -0.6153, -0.7772, 0.2470, 0.2252, 0.2519, -0.3038, 0.2062, 0.0239, -0.4149, -0.3456, 0.7879, -0.6042, -0.7630, 0.8079, -0.6336, -0.6247, 0.5998, -0.5900, 0.2427, 0.2901, 0.2256, 0.4314, -1.0087, 1.2768, -0.1757, -0.2274, -0.1876, -0.1997, -0.2051, -0.2365, -0.2073, -0.2148, -0.1976, -0.1890, -0.2022, -0.2267, 0.2572, 0.2248, 0.2174, 0.2193, 0.2235, 0.2504, 0.2184, 0.2170, 0.2332, 0.2355, -0.1374, 0.1258, -0.4895, 0.0751, -0.2562, -0.0962, -0.2224, 0.4749, 0.2287, 0.2408, 0.2357, 0.2713],
  "lumo_ev": [-0.58, -2.28],
  "mol_weight_da": 768.6,
  "s_squared": 6.014,
  "multiplicity": 5,
  "homo_energy_ev": [-8.6, -8.9],
  "orbital_gap_ev": [8.02, 6.63]
}


2.
{
  "formula": "C30H23Br2HfN11",
  "method": "wB97M-V/def2-TZVPD",
  "elements": ["Hf", "N", "C", "N", "C", "N", "C", "C", "N", "C", "C", "N", "H", "H", "H", "H", "H", "Br", "C", "C", "C", "N", "C", "C", "C", "C", "C", "Br", "C", "C", "N", "H", "H", "H", "H", "H", "H", "N", "C", "C", "C", "C", "C", "C", "N", "C", "C", "C", "C", "N", "C", "C", "H", "H", "H", "H", "H", "H", "H", "H", "H", "C", "C", "N", "H", "H", "H"],
  "xyz": [[-1.286, 0.215, 1.204], [1.886, 0.425, 4.270], [1.557, -0.122, 3.111], [0.374, 0.372, 2.742], [0.058, 1.252, 3.757], [0.953, 1.297, 4.698], [-1.213, 1.975, 3.764], [-1.599, 2.787, 4.821], [-2.789, 3.375, 4.835], [-3.607, 3.155, 3.811], [-3.240, 2.340, 2.750], [-2.040, 1.742, 2.722], [2.720, 0.266, 4.827], [2.161, -0.835, 2.570], [-0.932, 2.956, 5.659], [-4.579, 3.633, 3.836], [-3.917, 2.156, 1.927], [-4.151, -4.699, 5.109], [-3.379, -3.360, 4.107], [-2.743, -2.280, 4.718], [-2.179, -1.318, 3.923], [-2.207, -1.345, 2.569], [-2.838, -2.400, 1.979], [-3.417, -3.407, 2.712], [-2.848, -2.386, 0.500], [-3.403, -3.389, -0.258], [-3.368, -3.301, -1.652], [-4.111, -4.632, -2.686], [-2.757, -2.193, -2.243], [-2.217, -1.235, -1.428], [-2.254, -1.304, -0.073], [-2.691, -2.198, 5.795], [-1.678, -0.482, 4.388], [-3.911, -4.239, 2.232], [-3.869, -4.248, 0.199], [-2.704, -2.094, -3.318], [-1.724, -0.372, -1.855], [4.218, 1.326, -3.498], [5.147, 0.815, -4.342], [6.099, 1.414, -5.169], [6.880, 0.553, -5.893], [6.747, -0.872, -5.821], [5.827, -1.465, -5.020], [4.996, -0.609, -4.252], [4.024, -0.917, -3.393], [3.548, 0.251, -2.931], [2.510, 0.297, -2.000], [1.960, -0.934, -1.522], [0.950, -0.927, -0.628], [0.375, 0.231, -0.135], [0.923, 1.417, -0.571], [1.938, 1.492, -1.465], [4.073, 2.307, -3.326], [6.218, 2.487, -5.240], [7.634, 0.965, -6.552], [7.404, -1.482, -6.426], [5.720, -2.538, -4.958], [2.372, -1.864, -1.888], [0.538, -1.862, -0.264], [0.498, 2.326, -0.158], [2.298, 2.470, -1.752], [-3.363, 3.494, -1.769], [-2.754, 2.529, -0.882], [-2.272, 1.763, -0.173], [-4.451, 3.403, -1.729], [-3.031, 3.317, -2.794], [-3.082, 4.506, -1.472]],
  "atomic_forces_ev_per_a": [[0.4, 0.2, -0.5], [0.1, 0.0, 0.0], [0.0, 0.0, 0.0], [-0.6, 0.2, 0.1], [0.0, -0.1, 0.1], [0.1, 0.0, -0.1], [0.0, 0.0, 0.2], [-0.1, 0.1, 0.0], [0.0, 0.0, 0.0], [0.1, 0.1, 0.2], [-0.1, -0.1, -0.1], [0.1, 0.2, 0.2], [0.0, 0.0, 0.0], [0.0, 0.0, 0.0], [0.0, 0.0, 0.0], [0.0, 0.0, 0.0], [0.0, 0.0, 0.0], [0.0, 0.0, 0.0], [0.0, -0.1, 0.1], [0.0, 0.0, 0.0], [0.0, 0.1, 0.0], [0.1, 0.0, -0.3], [0.0, 0.0, 0.0], [-0.1, 0.0, 0.0], [0.0, 0.0, 0.0], [-0.1, 0.0, 0.0], [0.0, -0.1, -0.1], [0.0, 0.0, 0.0], [0.0, 0.0, 0.0], [0.0, 0.1, 0.0], [0.0, -0.2, 0.0], [0.0, 0.0, 0.0], [0.0, 0.0, 0.0], [0.0, 0.0, 0.0], [0.0, 0.0, 0.0], [0.0, 0.0, 0.0], [0.0, 0.0, 0.0], [0.1, -0.1, -0.1], [-0.1, 0.0, 0.1], [0.0, 0.1, 0.0], [0.0, 0.0, 0.0], [0.1, 0.0, 0.0], [0.0, -0.1, 0.0], [-0.1, 0.0, 0.1], [0.2, 0.0, -0.1], [-0.1, 0.1, 0.1], [0.0, 0.0, 0.0], [0.1, 0.0, 0.0], [-0.1, 0.0, 0.0], [-0.3, -0.1, 0.0], [0.0, -0.1, 0.0], [0.1, 0.0, 0.0], [0.0, 0.0, 0.0], [0.0, 0.0, 0.0], [0.0, 0.0, 0.0], [0.0, 0.0, 0.0], [0.0, 0.0, 0.0], [0.0, 0.0, 0.0], [0.0, 0.0, 0.0], [0.0, 0.0, 0.0], [0.0, 0.0, 0.0], [-0.1, 0.1, -0.1], [-0.1, 0.1, -0.1], [0.1, -0.3, 0.3], [0.0, -0.1, 0.0], [0.0, 0.0, 0.0], [0.0, 0.0, 0.1]],
  "nbo_charge": [2.5588, -0.2807, 0.2751, -0.6804, 0.2818, -0.1528, 0.1187, 0.0760, -0.2481, 0.0462, 0.0435, -0.5899, 0.4777, 0.2690, 0.2656, 0.2620, 0.2322, 0.3180, -0.0093, -0.2373, 0.0863, -0.6676, 0.1819, -0.2224, 0.2713, -0.2435, -0.0050, 0.3157, -0.2542, 0.0961, -0.7037, 0.2829, 0.2145, 0.2668, 0.2673, 0.2825, 0.2304, -0.5130, 0.2822, -0.2952, -0.0669, -0.1844, -0.1595, 0.0994, -0.3382, 0.2495, 0.0373, -0.1997, 0.0042, -0.7737, 0.0127, -0.1862, 0.4351, 0.2520, 0.2541, 0.2567, 0.2533, 0.2894, 0.2184, 0.2146, 0.2419, -0.7700, 0.6456, -0.6376, 0.3191, 0.3153, 0.3183],
  "total_charge": 4,
  "lumo_ev": [-12.21, -12.21],
  "mol_weight_da": 875.9,
  "homo_energy_ev": [-16.9, -16.9],
  "orbital_gap_ev": [4.67, 4.67]
}